Entry 1:
52
Properties=species:S:1:pos:R:3:forces:R:3 method="wB97M-V/def2-TZVPD" homo_ev="-6.71 / -6.65" charge=0 homo_lumo_gap_ev="5.6 / 5.5" molar_mass_g_mol=408.70 e_lumo_ev="-1.13 / -1.12" energy_ev=-42608.6960
O -0.0717 0.0787 -4.3514 -2.860 1.420 0.869
H -0.3800 0.1195 -5.2747 0.258 -0.092 0.491
Mg -0.4215 0.1815 -1.4800 0.845 1.496 1.653
N -0.2326 1.8261 -0.1616 2.620 1.182 -0.299
N 1.4222 0.9196 -1.8916 0.713 1.416 1.838
N -1.5615 -0.7887 -0.0549 -0.696 -2.647 2.073
N -0.1715 -1.7203 -1.9332 0.156 -3.055 1.414
O -0.9511 1.9963 0.9262 -1.377 0.148 0.918
O -1.9525 -0.2626 1.1497 -0.303 -0.650 -0.859
O 0.9248 -2.1242 -2.6539 -0.931 -0.055 -0.080
O 2.2776 0.2606 -2.5923 0.283 -0.444 -0.928
C 1.8061 2.0522 -1.2566 -0.127 -1.929 -1.858
C 0.9381 2.5019 -0.2157 -3.008 -1.448 0.170
C -1.5853 -2.1239 -0.1130 -0.528 3.601 0.505
C -0.8503 -2.6403 -1.2492 1.795 1.293 -2.337
C 1.2998 3.5162 0.8112 0.080 0.293 -0.008
H 1.6326 3.0634 1.7578 -0.285 0.124 -0.272
H 0.4316 4.1511 1.0269 0.203 -0.189 0.033
H 2.1247 4.1284 0.4393 -0.179 0.039 0.152
C 3.0940 2.6615 -1.6349 0.420 0.070 -0.038
H 3.0613 2.8640 -2.7141 0.180 0.079 0.191
H 3.9106 1.9431 -1.4888 -0.035 0.191 0.021
H 3.2810 3.5829 -1.0747 0.122 -0.221 -0.273
C -2.1351 -3.0213 0.9454 -0.120 0.012 -0.032
C -0.7560 -4.0923 -1.5210 0.356 -0.153 -0.127
H -2.6940 -2.4490 1.6972 0.255 -0.164 -0.318
H -1.3230 -3.5812 1.4417 -0.409 0.143 -0.206
H -2.8009 -3.7372 0.4464 0.105 -0.014 0.295
H -0.0761 -4.2292 -2.3617 -0.005 -0.202 0.165
H -1.7434 -4.4782 -1.8028 0.137 0.015 0.172
H -0.3927 -4.6381 -0.6395 -0.108 0.028 -0.288
H -1.5757 0.7312 1.1560 0.212 0.450 -0.408
H 1.4444 -1.2615 -2.7560 0.307 0.140 -0.232
C -1.2155 0.6906 -3.5321 0.398 -0.092 -2.888
H -0.8115 1.5388 -2.9718 0.086 -0.157 0.234
H -1.7298 -0.1257 -3.0043 0.087 0.170 0.073
H -2.0506 1.1809 -4.1063 1.027 -0.652 0.088
O -3.5587 2.4850 -0.8496 1.643 -2.668 1.200
H -3.9523 1.5787 -0.9027 -0.199 1.196 -0.205
H -2.7619 2.1865 -0.2742 -1.224 1.478 -0.812
N -0.1960 0.0528 6.8614 0.693 -0.302 -2.345
C 0.1446 -0.1005 5.7535 -0.588 0.142 2.170
C 0.5843 -0.3079 4.3934 0.010 0.186 -0.360
C 0.2640 -1.4793 3.6987 0.262 -0.126 -0.547
C 0.6741 -1.5814 2.3554 -0.362 0.210 0.958
N 1.3097 -0.6022 1.7187 0.521 -0.564 -0.144
C 1.7118 0.4576 2.4130 -0.265 0.070 0.530
C 1.3431 0.6764 3.7500 0.329 -0.172 -0.553
H -0.2725 -2.3028 4.1748 0.162 0.360 -0.096
H 0.4847 -2.5122 1.8047 0.036 0.557 0.112
H 2.3799 1.1510 1.8897 -0.471 -0.209 0.186
H 1.6786 1.5837 4.2513 -0.222 -0.304 0.005


Entry 2:
9
Properties=species:S:1:pos:R:3:forces:R:3 method="wB97M-V/def2-TZVPD" homo_ev="-8.30 / -7.92" charge=0 homo_lumo_gap_ev="8.5 / 8.1" molar_mass_g_mol=110.97 e_lumo_ev="0.15 / 0.17" energy_ev=-28217.0510
C -0.5450 -0.4706 -0.0600 -0.508 2.787 -1.015
C 0.4696 0.5574 0.0963 0.077 0.579 -0.436
C 0.9598 0.5806 -1.3516 -1.597 0.751 -0.630
Cl 1.9749 -0.4904 -2.2466 -0.160 0.000 1.001
Cl 0.1077 1.6643 -2.4605 0.224 -0.361 0.616
H -0.2035 -1.4132 0.0290 0.310 -3.312 -0.002
H -1.4823 -0.1126 -0.4475 -0.296 -0.664 -0.105
H -0.0973 1.4892 0.3849 1.729 -0.459 -0.202
H 1.2895 0.1651 0.6781 0.220 0.679 0.773


Entry 3:
99
Properties=species:S:1:pos:R:3:forces:R:3 method="wB97M-V/def2-TZVPD" homo_ev="-5.14 / -5.14" charge=0 homo_lumo_gap_ev="4.5 / 3.8" multiplicity=3 molar_mass_g_mol=713.51 e_lumo_ev="-0.68 / -1.30" energy_ev=-108905.5957 s_squared=2.023
Ni -0.8503 -2.8090 -0.1071 1.449 -0.132 -0.762
C -1.0788 -4.8812 -1.8753 -0.164 -0.392 -1.739
C -1.2607 -3.9811 -2.8759 0.454 -1.511 0.043
C -2.5375 -3.5188 -3.5198 -0.570 -0.173 -0.099
C -3.7939 -3.4506 -2.6388 -0.168 0.511 0.257
C -3.5507 -2.8886 -1.2424 -1.805 -0.975 0.031
C -2.6530 -3.4420 -0.2812 0.216 0.206 0.444
C -2.6680 -4.8932 0.0602 0.465 -0.512 -0.282
C -2.1404 -5.6874 -1.1705 -0.502 -0.081 0.172
C -0.5539 0.2172 1.1840 0.201 0.197 1.444
H -0.0798 -5.2667 -1.6976 0.076 0.414 -0.094
H -0.4046 -3.7576 -3.5168 0.166 0.223 0.540
H -2.7662 -4.2143 -4.3405 0.195 0.122 -0.030
H -2.3848 -2.5404 -4.0118 -0.032 -0.422 0.209
H -4.5249 -2.7565 -3.1002 0.371 -0.328 -0.010
H -4.3365 -4.4120 -2.6210 0.360 0.145 0.187
H -4.5094 -2.4682 -0.8809 0.391 0.266 0.072
H -2.2965 -2.7784 0.5849 -1.982 0.100 0.815
H -3.6380 -5.2761 0.3973 -0.015 0.018 -0.099
H -1.9649 -5.0441 0.8795 0.000 -0.151 0.183
H -1.7057 -6.6461 -0.8394 -0.166 0.335 -0.166
H -2.9716 -5.9432 -1.8585 0.448 0.231 0.341
H 0.0578 -0.6264 1.0109 0.739 -0.464 0.041
H -0.6901 0.2672 2.2943 -0.182 0.218 -0.862
H -0.0705 1.1386 0.7934 -0.311 -0.618 0.310
P -2.1161 -0.0714 0.3890 -1.362 3.385 1.469
P 0.3805 -0.1398 -1.6464 0.866 -0.672 0.466
N -3.2486 -0.6410 1.5747 -0.350 -0.324 -0.415
N -2.6089 1.6492 0.4059 0.419 -0.622 -0.330
N 1.1551 -1.7755 -1.5093 0.530 -0.945 1.086
N 1.3515 0.5238 -2.8294 1.313 0.369 -0.955
C -2.4174 -0.5459 -1.2905 0.647 0.356 -0.503
C -1.2772 -0.5297 -2.3499 -0.100 -0.011 -1.074
C -2.9725 -1.2818 2.7893 -0.714 -0.401 -0.158
C -4.1290 -1.8465 3.2854 0.885 0.448 -0.699
C -5.1790 -1.5378 2.3704 0.606 0.336 -0.743
C -4.6295 -0.7972 1.3429 0.096 -0.513 0.638
C -2.6056 2.4988 1.5202 -0.910 0.466 -0.794
C -3.3424 3.6322 1.1946 0.646 -1.292 0.193
C -3.7655 3.4909 -0.1529 0.449 -0.506 -0.434
C -3.2486 2.3071 -0.6347 -0.652 0.416 0.702
C 1.1687 -2.2386 -0.1131 0.682 -1.784 -1.772
C 1.6708 -3.5994 -0.1853 -0.243 1.122 -0.651
C 2.0179 -3.8943 -1.5158 -0.304 0.602 0.392
C 1.6832 -2.7778 -2.2878 -0.065 0.952 1.379
C 1.6701 0.0071 -4.0981 0.819 1.492 -0.263
C 2.7632 0.7219 -4.5976 -0.991 -0.734 1.043
C 3.1954 1.6461 -3.5640 -0.854 -0.771 0.342
C 2.3507 1.4779 -2.4715 0.051 0.032 -1.400
H -3.2917 0.0304 -1.5962 0.138 0.128 -0.037
H -2.9046 -1.6185 -1.3637 0.178 0.173 0.381
H -1.2728 -1.4416 -2.9716 0.009 0.070 0.767
H -1.5108 0.2129 -3.1264 0.157 0.365 0.417
H -1.9853 -1.2646 3.1876 0.422 -0.134 0.170
H -4.2019 -2.4549 4.1726 0.023 0.196 0.066
H -6.2035 -1.8774 2.4489 0.104 0.287 -0.054
H -5.1071 -0.3368 0.4993 0.014 0.049 -0.205
H -2.0679 2.2615 2.4207 -0.110 -0.147 0.065
H -3.5445 4.4481 1.8627 0.045 0.136 0.039
H -4.3599 4.1756 -0.7328 0.104 0.148 -0.008
H -3.2488 1.8990 -1.6281 -0.204 0.091 -0.020
H 1.6870 -1.5638 0.5676 -0.684 0.187 0.257
H 1.7355 -4.2724 0.6577 0.355 0.182 0.063
H 2.5075 -4.7889 -1.8888 -0.302 0.168 0.073
H 1.9277 -2.6058 -3.3098 -0.311 0.035 -0.627
H 1.0352 -0.7533 -4.5324 0.130 0.128 -0.107
H 3.2215 0.5530 -5.5712 -0.159 0.137 0.359
H 4.0581 2.3144 -3.6529 -0.564 -0.310 0.266
H 2.3333 1.9409 -1.4850 0.056 -0.196 -0.025
C 5.5799 0.6919 2.5378 0.011 -0.059 -0.289
C 4.1611 0.8902 3.0379 -0.343 0.529 0.126
C 4.0707 0.4446 4.4961 -0.403 0.003 -0.086
C 3.6979 2.3327 2.8310 -0.347 0.094 -0.454
C 4.0936 3.3315 3.6968 0.021 0.429 0.038
C 3.7347 4.6625 3.4823 0.002 0.655 0.080
C 2.9413 5.0180 2.3842 0.320 -0.090 0.063
C 2.5289 4.0790 1.4651 -0.146 -1.215 -0.088
C 1.6979 4.4637 0.2281 0.485 -0.409 0.633
C 0.5643 5.4409 0.5451 -0.021 -0.177 0.084
C 2.6094 5.0041 -0.8790 0.114 -0.031 0.023
C 2.9040 2.6690 1.6587 0.532 0.764 0.636
O 2.6055 1.7497 0.8274 -0.786 -0.445 -0.938
H 6.2964 1.2669 3.1370 -0.126 -0.022 -0.093
H 5.6359 1.0259 1.4999 0.206 -0.109 0.003
H 5.8432 -0.3678 2.6092 0.177 0.020 -0.123
H 3.4847 0.2605 2.4457 0.129 0.105 -0.007
H 4.8122 0.9496 5.1322 -0.247 -0.153 -0.121
H 3.0596 0.6804 4.8472 0.210 -0.083 0.284
H 4.2205 -0.6409 4.5641 0.077 0.168 0.111
H 4.7242 3.0870 4.5568 -0.164 0.089 -0.203
H 4.1040 5.4577 4.1301 -0.107 -0.273 0.028
H 2.6680 6.0608 2.1928 0.184 -0.202 0.302
H 1.2844 3.4944 -0.0800 -0.175 0.199 -0.258
H 0.9504 6.4195 0.8526 -0.053 -0.116 -0.043
H -0.0859 5.5937 -0.3237 0.092 0.006 0.027
H -0.0492 5.0452 1.3614 0.033 0.118 -0.059
H 3.3261 4.2303 -1.1776 -0.040 0.143 0.018
H 2.0460 5.3195 -1.7690 0.072 -0.046 0.151
H 3.1893 5.8622 -0.5007 -0.207 -0.209 -0.157


Entry 4:
38
Properties=species:S:1:pos:R:3:forces:R:3 method="wB97M-V/def2-TZVPD" homo_ev=-8.88 charge=0 homo_lumo_gap_ev=9.5 molar_mass_g_mol=298.36 e_lumo_ev=0.62 energy_ev=-35778.6197 smiles="CS(=O)(=O)Nc1ccc(C(=O)NC[C@H]2CCCO2)cc1"
C -3.7154 3.1207 2.3920 -0.237 -0.826 0.273
S -4.1672 1.4721 2.9857 0.296 0.539 0.196
O -4.8815 1.5945 4.2174 0.136 0.120 0.193
O -4.7544 0.7408 1.9092 0.223 0.008 -0.215
N -2.7000 0.8015 3.4110 -0.834 0.178 0.257
C -1.6198 0.6087 2.5637 0.401 -0.091 -0.740
C -1.8135 0.5101 1.1870 0.001 -0.014 0.034
C -0.7324 0.3270 0.3464 0.260 0.057 0.132
C 0.5587 0.2353 0.8601 -0.208 -0.143 0.162
C 1.7479 -0.0042 -0.0054 -0.083 0.326 -0.103
O 2.6901 -0.6853 0.3576 0.140 -0.194 0.161
N 1.7246 0.6417 -1.1988 0.015 0.281 -0.147
C 2.6402 0.2837 -2.2510 -0.029 -0.169 -0.074
C 1.9675 -0.6741 -3.2836 0.271 0.143 -0.155
C 2.7951 -1.9411 -3.5046 -0.253 0.115 -0.023
C 2.3327 -2.7990 -2.3282 -0.099 0.120 0.042
C 0.8540 -2.4201 -2.2232 -0.088 -0.430 0.125
O 0.7129 -1.1277 -2.8047 -0.076 0.106 -0.190
C 0.7411 0.2950 2.2389 -0.012 -0.012 -0.176
C -0.3306 0.4927 3.0837 -0.190 0.021 0.033
H -4.6086 3.5745 1.9832 -0.188 0.008 -0.069
H -3.3493 3.6901 3.2353 0.087 0.056 0.157
H -2.9585 3.0118 1.6263 0.140 -0.012 -0.153
H -2.5066 0.8590 4.3969 -0.134 0.067 0.145
H -2.8165 0.5454 0.7944 -0.019 -0.056 -0.127
H -0.9087 0.2116 -0.7137 -0.004 -0.010 -0.120
H 0.8631 1.0762 -1.4899 0.057 -0.056 0.192
H 2.9932 1.1885 -2.7523 0.049 -0.102 0.035
H 3.4845 -0.2087 -1.7642 -0.024 0.106 -0.103
H 1.7698 -0.1275 -4.2119 0.042 -0.085 0.089
H 2.5129 -2.4077 -4.4497 0.046 0.015 -0.038
H 3.8646 -1.7467 -3.5074 0.079 0.007 -0.029
H 2.8551 -2.5092 -1.4162 0.023 -0.037 0.009
H 2.4732 -3.8639 -2.4953 0.021 -0.045 0.018
H 0.2169 -3.1116 -2.7879 0.052 0.036 0.103
H 0.5052 -2.3888 -1.1862 0.016 -0.028 -0.062
H 1.7401 0.1882 2.6332 0.080 -0.029 0.042
H -0.1805 0.5466 4.1521 0.042 0.028 0.126


Entry 5:
19
Properties=species:S:1:pos:R:3:forces:R:3 method="wB97M-V/def2-TZVPD" homo_ev=-2.49 charge=-1 homo_lumo_gap_ev=5.8 molar_mass_g_mol=102.16 e_lumo_ev=3.31 energy_ev=-8913.3956
C 3.5483 0.3837 0.3201 -1.642 1.164 -1.117
O 4.6418 0.0143 -0.3063 0.426 -0.126 0.347
C 2.3018 -0.5041 -0.0753 0.404 0.197 0.744
C 0.9197 -0.1458 0.4785 0.399 0.634 -2.105
C -0.1468 -0.8678 -0.4061 -0.022 -1.034 3.027
C -4.4438 0.4943 -0.1471 -0.221 1.208 -0.324
N -1.4371 -0.6538 -0.2083 2.661 0.774 -3.058
H 3.5302 0.4980 1.4267 0.347 -0.399 0.490
H 3.1503 1.4670 0.0289 0.322 -0.685 0.116
H 2.5273 -1.5317 0.2506 0.089 0.056 -0.434
H 2.2566 -0.4401 -1.1678 0.132 -0.287 0.022
H 0.7900 -0.4201 1.5140 -0.292 -0.483 0.269
H 0.7610 0.9421 0.4667 -0.014 0.026 -0.136
H 0.3469 -1.7100 -0.9311 -0.634 -0.357 0.097
H -1.0027 0.2806 -0.6388 -2.050 0.486 1.727
H -3.8478 1.3330 0.2296 0.015 -0.526 0.881
H -5.2506 1.0733 -0.6324 0.197 -0.809 -0.475
H -3.7364 -0.0380 -0.7805 -0.557 -0.130 -0.295
H -4.9090 -0.1749 0.5786 0.440 0.292 0.224


Entry 6:
27
Properties=species:S:1:pos:R:3:forces:R:3 method="wB97M-V/def2-TZVPD" homo_ev="-5.41 / -9.15" charge=0 homo_lumo_gap_ev="6.0 / 8.7" multiplicity=4 molar_mass_g_mol=365.43 e_lumo_ev="0.63 / -0.44" energy_ev=-18290.5288 s_squared=3.765
C -2.2681 1.2325 -0.2437 0.597 0.441 -0.718
C -1.0519 1.9342 -0.0201 -0.665 1.257 0.196
C -0.5151 1.5163 1.2337 -0.131 -0.027 -0.481
C -1.3965 0.5423 1.7777 -0.701 0.291 0.366
C -2.4768 0.3596 0.8624 0.231 -0.612 0.550
Re -0.5650 -0.4372 -0.2538 1.741 1.248 3.360
C 1.3173 0.3647 -1.6133 -0.134 0.015 -0.309
C 0.3428 0.3093 -2.5293 0.304 0.724 -0.858
C -0.4427 0.4296 -3.5802 0.370 -0.039 0.457
N -1.2721 -1.5387 -1.3536 -2.482 -3.345 -3.379
H 0.4137 1.8690 1.6870 -0.469 -0.290 -0.214
H -0.6119 2.6711 -0.6960 -0.201 -0.321 0.288
H -1.2623 0.0061 2.7183 0.018 0.277 -0.527
H -3.3107 -0.3334 0.9829 0.315 0.330 -0.002
H -2.9089 1.3186 -1.1223 0.261 -0.003 0.353
H 1.5161 1.2860 -1.0518 -0.050 -0.371 -0.326
H -1.8130 -2.0602 -2.0543 0.465 0.563 0.689
H 2.0022 -0.4773 -1.4631 -0.228 0.366 -0.173
H -0.0398 0.8686 -4.5038 -0.153 -0.294 0.413
H -1.4872 0.1080 -3.5658 0.409 0.142 0.038
C 2.7992 -1.7603 2.2769 0.715 -0.817 -0.465
C 1.5798 -0.9874 1.9023 -2.751 3.282 2.893
O 1.0740 -0.1695 2.7851 2.191 -3.237 -3.384
O 1.0557 -1.1810 0.7008 0.904 -0.078 1.211
H 2.5808 -2.3870 3.1671 0.149 0.517 -0.501
H 3.6273 -1.0614 2.5147 -0.569 -0.405 -0.031
H 3.1132 -2.4226 1.4421 -0.134 0.387 0.556